# C5H9N2

2 unconnected molecules or ions with the total composition C5H9N2 at a distorted geometry (ωB97M-V/def2-TZVPD, OMol25).

The value obtained for the lowest unoccupied orbital energy (spin up / spin down) is -5.16 / -5.16 eV. The multiplicity is 1. The relative energy (zero: lowest compared OMol25 entry of this formula, charge and spin) is 8.116 eV. The charge is +1. The value obtained for the strongest force on any atom is 3.62 eV/Å.

Structure (XYZ):
```
16
Properties=species:S:1:pos:R:3:forces:R:3:mulliken_charge:R:1
C -2.470599 1.248015 0.032124 1.2 -0.4 0.5 -0.184
C 2.629748 -0.493070 -0.070575 2.9 0.5 0.0 -0.278
C -1.598022 -1.108091 -0.243791 -0.2 -3.6 0.2 -0.422
C 1.508189 0.127339 -0.686227 -2.7 2.2 0.9 0.057
C -0.528103 -0.411011 0.527495 2.6 0.9 -0.9 -0.337
N 2.256609 0.984623 0.105549 -0.6 -1.7 0.4 -0.388
N -1.665957 0.267440 0.095916 0.2 0.0 0.0 0.090
H -2.158534 2.120630 0.611230 -0.7 0.1 -0.5 0.281
H -3.311023 1.014410 -0.587448 -0.7 0.8 0.0 0.297
H 2.521750 -1.198961 0.753967 -0.2 0.2 -0.2 0.252
H 3.648058 -0.516544 -0.586505 -1.7 -0.5 0.5 0.238
H -1.447613 -1.520898 -1.294378 0.0 1.2 1.3 0.220
H -2.257923 -1.837395 0.340219 0.5 1.5 -0.8 0.260
H 1.012018 0.415952 -1.633660 0.5 -0.7 0.7 0.325
H -0.141836 -0.392577 1.574416 -0.9 -0.4 -0.9 0.301
H 2.003234 1.300134 1.061674 -0.1 -0.2 -1.1 0.288
```
Forces are in eV/Å.

# C5H9N2

2 unconnected molecules or ions with the total composition C5H9N2 at a distorted geometry (ωB97M-V/def2-TZVPD, OMol25).

The value obtained for the lowest unoccupied orbital energy (spin up / spin down) is -4.28 / -5.05 eV. The multiplicity is 1. The relative energy (zero: lowest compared OMol25 entry of this formula, charge and spin) is 8.015 eV. The charge is +1. The value obtained for the strongest force on any atom is 4.80 eV/Å.

Structure (XYZ):
```
16
Properties=species:S:1:pos:R:3:forces:R:3:mulliken_charge:R:1
C -0.668626 -0.529907 1.580282 2.2 1.5 -0.2 -0.580
C -1.142951 0.250698 0.326085 1.5 0.4 0.3 -0.243
C -0.701891 -0.514285 -0.927542 -0.3 0.4 1.1 -0.704
C 0.644073 -0.698259 -0.420095 1.8 0.7 -0.4 -0.117
C 0.019204 0.671991 -0.568860 1.3 2.0 0.7 -0.177
N 0.930972 2.693574 -1.322393 -2.8 -3.4 -2.0 -0.422
N 0.589717 -1.214718 0.974329 1.6 -1.0 0.3 -0.218
H -0.207418 0.033779 2.470287 -1.4 -0.6 -1.3 0.330
H -1.479165 -1.177623 1.785837 -0.2 -1.2 0.9 0.360
H -2.102438 0.763665 0.429955 0.5 -0.1 -0.5 0.423
H -1.270124 -0.882602 -1.682924 -1.4 -1.1 -2.1 0.519
H 1.597525 -1.060723 -0.886319 -1.4 0.6 -0.2 0.466
H 1.616626 2.254870 -2.023494 -0.9 0.5 1.2 0.278
H 0.014062 2.661868 -1.966997 2.3 0.5 1.6 0.327
H 1.538561 -1.004931 1.434057 -2.0 -0.1 -0.3 0.394
H 0.621871 -2.247396 0.797790 -0.7 0.8 1.0 0.365
```
Forces are in eV/Å.

# C5H9N2

A gas-phase ion, C5H9N2 (charge +1) at a distorted geometry (ωB97M-V/def2-TZVPD, OMol25).

As for the expectation value of S²: 2.009. The value obtained for the lowest unoccupied orbital energy (spin up / spin down) is -3.59 / -7.22 eV. The multiplicity is 3. The relative energy (zero: lowest compared OMol25 entry of this formula, charge and spin) is 1.702 eV. The charge is +1. The value obtained for the strongest force on any atom is 7.46 eV/Å.

Structure (XYZ):
```
16
Properties=species:S:1:pos:R:3:forces:R:3:mulliken_charge:R:1
C -0.124979 -1.637668 -0.030438 -2.8 0.9 -2.7 -0.582
C 1.203539 -1.338448 -0.084149 -3.7 4.8 0.6 0.018
C 2.597399 0.495920 -0.158241 5.3 5.2 -1.0 -0.285
C 0.114885 0.722989 -0.187516 -0.7 2.8 1.2 -0.620
C -2.336395 0.076485 -0.025415 3.3 0.7 0.3 -0.854
N -0.948514 -0.200987 -0.442349 4.5 -4.5 2.8 0.094
N 1.386581 0.065086 -0.050846 -4.4 -5.6 -0.8 0.105
H -0.517540 -2.658628 -0.328013 0.0 1.7 0.7 0.327
H 1.962702 -2.011175 -0.012367 2.2 -1.5 0.2 0.425
H 2.797601 1.568991 -0.491886 -0.4 -1.8 0.6 0.246
H 3.447285 -0.126508 0.078822 -0.3 -0.1 0.0 0.254
H 0.039128 1.602791 -0.847877 0.7 -0.6 -1.0 0.423
H -0.059279 1.400586 0.731878 -0.1 -1.4 -0.2 0.366
H -2.836193 -0.741167 -0.439676 -1.8 -0.7 0.0 0.335
H -2.279756 0.303249 1.034288 -0.6 -1.0 0.5 0.365
H -2.461303 1.048190 -0.407567 -1.3 1.0 -1.2 0.385
```
Forces are in eV/Å.

# C5H9N2O

A molecular structure, C5H9N2O at a distorted geometry (ωB97M-V/def2-TZVPD, OMol25).

The value obtained for the lowest unoccupied orbital energy is -6.17 eV. The multiplicity is 1. The relative energy (zero: lowest compared OMol25 entry of this formula, charge and spin) is 4.300 eV. The charge is +1. The value obtained for the strongest force on any atom is 3.54 eV/Å.

Structure (XYZ):
```
17
Properties=species:S:1:pos:R:3:forces:R:3:mulliken_charge:R:1
C 1.612449 -0.169716 0.244603 -0.7 -1.5 -1.3 -0.128
C 2.215229 -1.427279 -0.378615 1.0 -1.2 -0.1 0.289
C -0.484859 1.770655 -0.308335 -0.3 0.2 -1.2 -1.122
C -1.525815 -0.180268 1.046428 -0.9 0.2 -1.4 -1.109
C -0.728578 0.272286 -0.284989 -2.6 0.1 2.4 0.169
N 0.903693 -1.567270 -1.102123 1.5 0.3 -0.1 -0.532
N 0.503406 -0.427950 -0.355019 1.2 -0.2 0.7 0.639
O 3.225820 -2.044686 -0.324343 -1.9 0.9 -0.3 -0.335
H 1.836672 0.673661 0.815202 0.6 1.0 0.8 0.425
H -0.238040 1.950368 -1.416603 0.0 0.6 1.9 0.322
H -1.359475 2.403249 0.055528 1.0 -1.1 -0.7 0.360
H 0.333095 1.917412 0.395477 0.1 0.8 -0.4 0.335
H -1.181610 0.369110 1.943637 0.2 -0.7 -0.4 0.339
H -1.521361 -1.318697 1.119485 -0.1 1.6 0.3 0.362
H -2.588586 0.219692 0.854995 1.5 -1.0 0.3 0.342
H -1.351701 -0.025527 -1.086699 -0.3 -0.5 -1.0 0.345
H 0.349661 -2.415041 -1.218628 -0.2 0.3 0.5 0.300
```
Forces are in eV/Å.

# C5H9N2O

A gas-phase ion, C5H9N2O (charge +1) at a distorted geometry (ωB97M-V/def2-TZVPD, OMol25).

As for the expectation value of S²: 2.008. The value obtained for the lowest unoccupied orbital energy (spin up / spin down) is -3.24 / -6.89 eV. The multiplicity is 3. The relative energy (zero: lowest compared OMol25 entry of this formula, charge and spin) is 0.026 eV. The charge is +1. The value obtained for the strongest force on any atom is 2.71 eV/Å.

Structure (XYZ):
```
17
Properties=species:S:1:pos:R:3:forces:R:3:mulliken_charge:R:1
C 0.395596 -0.632652 -1.223000 -1.1 0.0 0.2 -0.227
C -0.840365 -0.412602 -0.606494 -0.8 -1.5 -1.5 0.050
C 1.732864 -0.309235 -1.032865 1.8 -1.1 -1.7 -0.154
C 3.542049 0.445642 0.449039 -1.2 0.6 0.1 0.142
C -2.583203 0.556810 0.799670 -0.4 0.0 0.1 -0.771
N 2.414203 0.343293 -0.126058 0.1 1.2 1.2 -0.291
N -1.238769 0.450649 0.295697 0.9 1.5 1.6 -0.136
O 4.220585 -0.484237 1.051376 0.8 -0.7 0.1 -0.407
H 0.275905 -1.261341 -2.096907 0.0 -0.1 0.0 0.294
H -1.644647 -1.033988 -0.990170 0.1 0.1 0.0 0.264
H 2.357162 -0.638943 -1.865600 -0.1 0.0 0.1 0.353
H 3.950770 1.443035 0.600541 0.1 -0.1 0.1 0.358
H -3.091265 1.410198 0.346201 0.0 0.0 0.0 0.313
H -3.141743 -0.349150 0.569652 0.1 0.0 0.0 0.305
H -2.564043 0.706445 1.877538 0.0 0.0 0.0 0.296
H -0.569059 1.119846 0.666166 -0.1 -0.1 -0.1 0.246
H 3.887880 -1.393188 0.949551 -0.2 0.3 -0.1 0.365
```
Forces are in eV/Å.

# C5H9N2OS

A molecular structure, C5H9N2OS at a distorted geometry (ωB97M-V/def2-TZVPD, OMol25).

The value obtained for the lowest unoccupied orbital energy is -3.73 eV. The multiplicity is 1. The relative energy (zero: lowest compared OMol25 entry of this formula, charge and spin) is 0.974 eV. The charge is +1. The value obtained for the strongest force on any atom is 1.68 eV/Å.

Structure (XYZ):
```
18
Properties=species:S:1:pos:R:3:forces:R:3:mulliken_charge:R:1
C 0.275578 0.170900 0.123632 -0.4 0.1 0.1 0.656
C 1.314947 1.847138 1.786151 0.3 -0.5 -0.5 0.464
C -0.766654 0.909830 0.960386 -0.2 -0.3 -0.3 -0.454
C -1.395475 -1.150856 -1.052518 -0.6 -0.2 0.1 -0.889
C 1.048736 -1.397398 -1.498665 0.6 -0.2 -0.2 -0.889
N 0.011323 1.778898 1.822635 -0.2 0.1 0.1 -0.111
N -0.036073 -0.738138 -0.795916 0.7 1.2 1.0 0.054
O 1.444351 0.533860 0.416521 0.1 0.0 0.0 -0.574
S 2.644128 2.438208 2.297568 -0.3 -0.2 -0.2 -0.183
H -1.438662 1.511060 0.335574 0.1 -0.2 0.0 0.355
H -1.365837 0.219556 1.564254 0.0 0.0 -0.1 0.342
H -1.726963 -1.890122 -0.321291 0.0 0.0 0.0 0.342
H -2.073328 -0.301659 -1.035288 0.0 0.1 0.0 0.351
H -1.439230 -1.603622 -2.041566 0.0 0.1 0.1 0.305
H 1.825137 -0.673194 -1.746755 -0.1 -0.1 0.0 0.335
H 1.495387 -2.180248 -0.882478 -0.1 0.0 0.0 0.334
H 0.667451 -1.842493 -2.413956 0.0 0.1 0.0 0.323
H -0.484816 2.368282 2.481712 0.2 0.0 0.0 0.238
```
Forces are in eV/Å.

# C5H9N2P

A single C5H9N2P molecule at a distorted geometry (ωB97M-V/def2-TZVPD, OMol25).

The value obtained for the lowest unoccupied orbital energy (spin up / spin down) is 0.16 / 0.16 eV. The multiplicity is 1. The relative energy (zero: lowest compared OMol25 entry of this formula, charge and spin) is 5.742 eV. The structure (SMILES) is CCC1=C(C)N1[PH]#N. The value obtained for the strongest force on any atom is 5.69 eV/Å.

Structure (XYZ):
```
17
Properties=species:S:1:pos:R:3:forces:R:3:mulliken_charge:R:1
C -0.076655 -1.254238 -0.136006 -1.3 0.0 0.8 0.223
C -0.037738 -0.080504 0.442971 -0.2 -3.2 -0.7 0.104
C -0.307156 -2.763784 -0.326466 0.7 3.4 -0.7 -0.801
C 1.465894 1.823267 0.862946 0.1 -1.6 0.7 -1.115
C 0.285062 0.911762 1.398364 1.4 3.0 2.2 -0.200
N -0.296150 -0.133260 -1.000794 -1.1 2.0 -2.3 -0.350
N -2.393618 1.845652 -1.535001 -1.7 2.9 0.6 -0.498
P -1.752453 0.578844 -1.812363 3.6 -4.4 -0.6 0.240
H -1.259509 -2.802395 -0.951161 1.4 -0.5 0.9 0.265
H -0.408078 -2.991050 0.720184 -0.1 -1.5 0.1 0.263
H 0.645781 -3.051000 -0.851861 -1.3 -0.7 0.5 0.275
H 1.852370 1.434496 -0.050285 0.0 -0.2 -1.1 0.377
H 2.274004 1.586094 1.551497 0.2 0.8 0.1 0.307
H 1.281594 2.863075 0.752419 -0.3 0.8 0.1 0.311
H -0.571475 1.581174 1.683493 0.5 -0.8 -0.4 0.278
H 0.786562 0.578564 2.359736 -1.5 -0.6 -1.1 0.229
H -1.488436 -0.126698 -3.107672 -0.4 0.7 1.0 0.092
```
Forces are in eV/Å.

# C5H9N2S

A gas-phase ion, C5H9N2S (charge +1) at a distorted geometry (ωB97M-V/def2-TZVPD, OMol25).

The value obtained for the lowest unoccupied orbital energy (spin up / spin down) is -4.83 / -4.82 eV. The multiplicity is 1. The relative energy (zero: lowest compared OMol25 entry of this formula, charge and spin) is 2.248 eV. The charge is +1. The value obtained for the strongest force on any atom is 6.14 eV/Å.

Structure (XYZ):
```
17
Properties=species:S:1:pos:R:3:forces:R:3:mulliken_charge:R:1
C 1.357519 0.687354 -0.123073 -0.1 1.2 0.4 -0.498
C 1.771385 -0.497095 -0.561954 0.3 -0.7 -0.3 -0.143
C 0.077664 -1.569579 0.626616 -2.1 -0.1 -1.6 -0.522
C -0.892649 -0.353475 0.365373 4.1 3.3 -0.8 0.261
C -0.758733 2.080748 -0.089998 -0.6 3.5 -1.9 -1.054
N -0.035256 0.884837 0.134986 -2.7 -5.4 1.0 0.171
N 0.914099 -1.520249 -0.531832 -1.7 -2.2 -0.1 -0.249
S -2.569516 -0.228588 0.031681 0.2 -1.4 1.0 -0.122
H 2.114647 1.470964 -0.020943 -1.0 0.2 0.1 0.378
H 2.747944 -0.832632 -0.813488 1.0 0.9 -0.6 0.439
H 0.709864 -1.301933 1.445946 0.0 -0.2 1.2 0.292
H -0.441490 -2.581098 0.631431 0.5 1.5 0.6 0.418
H -1.578801 2.344008 0.589063 0.5 -0.7 0.4 0.387
H -0.115530 2.990045 -0.126405 0.1 -0.9 0.5 0.315
H -1.248577 2.206770 -1.105723 0.6 -1.0 0.7 0.407
H 0.926051 -2.346156 -1.133501 0.5 0.7 0.3 0.290
H -2.978617 -1.433914 0.681822 0.7 1.4 -0.8 0.231
```
Forces are in eV/Å.

# C5H9N2S2

A gas-phase ion, C5H9N2S2 (charge +1) at a distorted geometry (ωB97M-V/def2-TZVPD, OMol25).

The value obtained for the lowest unoccupied orbital energy is -4.09 eV. The multiplicity is 1. The relative energy (zero: lowest compared OMol25 entry of this formula, charge and spin) is 2.643 eV. The structure (SMILES) is N[C@]1(S)[NH2+]C=CC=C1S. The charge is +1. The value obtained for the strongest force on any atom is 6.30 eV/Å.

Structure (XYZ):
```
18
Properties=species:S:1:pos:R:3:forces:R:3:mulliken_charge:R:1
C -1.072348 0.360522 1.712859 2.0 -0.8 1.5 -0.320
C -1.576561 0.551635 0.368591 0.3 -0.2 0.5 -0.399
C 0.100606 -0.289161 2.006140 -2.0 0.6 -0.9 -0.608
C -0.780357 0.350898 -0.685032 1.6 -0.3 0.6 0.299
C 0.701986 -0.027440 -0.471811 -0.4 0.4 1.7 -0.157
N 1.158870 -0.964193 -1.389197 5.9 2.3 0.1 -0.475
N 0.812833 -0.821032 0.852090 -3.6 1.6 -0.4 0.012
S -1.052177 0.705996 -2.347394 -0.9 -0.2 -0.3 -0.084
S 1.606473 1.611605 -0.185031 -0.3 -1.5 -0.8 -0.074
H -1.582433 0.788154 2.572298 -0.3 -0.2 -0.3 0.410
H -2.577134 0.921056 0.282601 -0.4 0.2 -0.2 0.396
H 0.509685 -0.733300 2.905477 -0.4 0.8 0.4 0.419
H 0.483215 -1.390470 -1.892317 -2.2 -1.5 -2.4 0.234
H 2.156239 -0.826986 -1.826549 -3.0 -0.5 1.1 0.268
H 1.718472 -0.944518 1.128956 3.4 -0.6 0.2 0.307
H 0.408488 -1.690311 0.560276 -0.1 -1.2 0.0 0.381
H -2.368669 0.702332 -2.095376 -0.2 0.3 -0.5 0.186
H 1.352811 1.695214 -1.496583 0.4 0.9 -0.2 0.206
```
Forces are in eV/Å.

# C5H9N3

A single C5H9N3 molecule at a distorted geometry (ωB97M-V/def2-TZVPD, OMol25).

The value obtained for the lowest unoccupied orbital energy is 0.96 eV. The multiplicity is 1. The relative energy (zero: lowest compared OMol25 entry of this formula, charge and spin) is 3.162 eV. The structure (SMILES) is CN1CC=C/C1=N\N. The value obtained for the strongest force on any atom is 5.38 eV/Å.

Structure (XYZ):
```
17
Properties=species:S:1:pos:R:3:forces:R:3:mulliken_charge:R:1
C 0.620294 1.833728 0.245492 3.1 -1.9 2.6 -1.066
C 1.694606 -0.297067 -0.480268 2.0 0.8 0.4 -0.588
C 1.178167 -1.629849 -0.010621 0.7 -0.4 -0.3 -0.364
C -0.154374 -1.524737 0.051273 0.4 -1.6 1.6 -0.332
C -0.540271 -0.166221 -0.260176 -0.7 0.5 -1.3 0.308
H -0.033228 2.471961 -0.096312 -3.6 3.3 -2.2 0.489
H 0.229535 1.601134 1.247310 0.5 0.3 0.3 0.354
H 1.572961 2.453702 0.319792 -0.7 -1.6 -0.4 0.310
H 2.280231 0.080665 0.377477 0.8 -0.2 -0.6 0.320
H 2.329955 -0.284872 -1.450304 -1.0 -0.2 1.6 0.255
H 1.903840 -2.465040 0.298624 -1.6 1.2 -0.7 0.336
H -0.784125 -2.283594 0.512427 -0.1 0.2 -0.5 0.343
H -3.558445 0.266560 -0.322620 -0.4 0.1 -0.1 0.260
H -2.880081 -0.720917 0.752218 0.5 0.1 0.5 0.195
N 0.556860 0.599087 -0.506088 2.6 -0.2 -1.1 0.008
N -1.620216 0.434419 -0.491194 -2.9 -1.1 1.4 -0.249
N -2.795703 -0.368967 -0.187027 0.4 0.6 -1.1 -0.579
```
Forces are in eV/Å.

Which formula does entry 2 have? C5H9N2